1.
# C22H44O44S11

C22H44O44S11 as an isolated structure (the ωB97M-V functional and the def2-TZVPD basis, the Open Molecules 2025 dataset).

Cartesian coordinates (Å):
C: 10.50701 -9.15971 6.06486
C: 12.00915 -9.02981 6.11237
O: 12.36213 -10.34231 6.43577
S: 11.26912 -11.47040 5.82057
O: 11.61712 -12.72361 6.44925
O: 11.22249 -11.33382 4.36081
O: 10.18877 -10.48541 6.49962
H: 10.08958 -9.11739 5.05885
H: 9.98572 -8.49759 6.75619
H: 12.34724 -8.44643 6.96880
H: 12.55053 -8.62198 5.25873
C: 6.38329 -1.96969 6.11673
C: 6.96297 -0.52301 5.94963
O: 6.79199 0.05975 7.17453
S: 5.24872 -0.36720 7.65478
O: 4.25227 0.57079 7.13077
O: 5.18559 -0.58392 9.11762
O: 5.25710 -1.78190 6.85594
H: 7.15867 -2.62212 6.51824
H: 6.14187 -2.39156 5.14110
H: 6.42644 0.06224 5.20282
H: 8.04423 -0.53272 5.81230
C: 8.91838 -13.59623 2.02081
C: 8.16993 -13.40184 3.29330
O: 6.90277 -12.81344 3.06910
S: 6.98952 -12.00197 1.68331
O: 7.25526 -10.58278 2.00606
O: 5.90632 -12.23477 0.76698
O: 8.38052 -12.56190 1.17713
H: 8.76140 -14.52292 1.46881
H: 10.00387 -13.50694 2.06359
H: 8.73232 -12.90240 4.08221
H: 7.80213 -14.40261 3.51976
C: 4.71206 -5.59462 0.69099
C: 4.27074 -5.32364 -0.80100
O: 2.96950 -5.89025 -0.75075
S: 2.27367 -5.47496 0.73227
O: 1.66622 -6.68896 1.21637
O: 1.42057 -4.31114 0.53092
O: 3.72071 -5.11896 1.51500
H: 5.64741 -5.11564 0.98047
H: 4.62973 -6.66006 0.90584
H: 4.98046 -5.74147 -1.51501
H: 4.04667 -4.27165 -0.97769
C: 8.10465 -5.20085 8.67170
C: 7.14428 -6.39264 8.71522
O: 6.19746 -5.95210 9.67671
S: 5.70539 -4.42270 9.14268
O: 5.17314 -3.44596 10.19279
O: 4.83663 -4.53182 7.99742
O: 7.25720 -4.03883 8.72676
H: 8.70333 -5.20408 7.76084
H: 8.69350 -5.37999 9.57129
H: 7.57262 -7.36919 8.94101
H: 6.73736 -6.56381 7.71862
C: 11.47850 -6.30579 10.55496
C: 12.96162 -6.64279 10.37582
O: 13.32614 -6.43230 9.01339
S: 12.18131 -5.44297 8.21154
O: 11.44739 -6.19705 7.21400
O: 12.72634 -4.21051 7.72521
O: 11.50803 -5.16798 9.67536
H: 11.24347 -5.98227 11.56896
H: 10.66504 -7.02383 10.45095
H: 13.13224 -7.67367 10.68607
H: 13.51541 -5.91095 10.96388
C: 7.38623 -12.49057 6.69637
C: 6.54077 -12.62961 7.96512
O: 7.39253 -13.22704 8.90361
S: 8.31763 -14.32920 8.28195
O: 7.60136 -15.52830 7.80298
O: 9.67093 -14.38305 8.93518
O: 8.59853 -13.29827 7.03167
H: 7.44142 -11.40719 6.58982
H: 6.91537 -12.71782 5.73995
H: 5.63139 -13.19817 7.77048
H: 6.23401 -11.70020 8.44491
C: 3.33726 -10.68997 9.28244
C: 4.29021 -9.90408 10.17427
O: 4.12940 -8.57432 9.66464
S: 3.98122 -8.60007 8.03354
O: 5.28542 -8.77596 7.42807
O: 3.06051 -7.52145 7.56207
O: 3.06253 -10.00441 8.14278
H: 2.42541 -10.90385 9.84002
H: 3.65654 -11.67601 8.94498
H: 5.33188 -10.22347 10.14205
H: 3.92902 -9.90858 11.20268
C: 6.97797 -7.49548 3.31695
C: 6.81353 -7.93931 4.72233
O: 7.99483 -7.41466 5.35392
S: 8.52903 -5.97860 4.77569
O: 9.98732 -6.01058 4.60983
O: 7.90447 -4.88407 5.51692
O: 7.74472 -6.27121 3.33257
H: 6.03199 -7.35430 2.79418
H: 7.51733 -8.21583 2.70188
H: 6.76406 -8.99294 4.99713
H: 5.85545 -7.54479 5.06074
C: 1.34625 -9.24054 3.69360
C: 2.05368 -8.05528 4.49256
O: 3.43549 -8.37355 4.40070
S: 3.70302 -9.97041 4.02850
O: 4.47432 -10.70570 5.09051
O: 4.33111 -10.03592 2.66534
O: 2.08684 -10.37292 3.90254
H: 1.51355 -9.08320 2.62806
H: 0.27217 -9.37788 3.81842
H: 1.75473 -8.11243 5.53920
H: 1.87324 -7.05595 4.09645
C: 4.53296 -8.98992 -1.70518
C: 4.47614 -9.20316 -0.16742
O: 5.77778 -8.77789 0.27849
S: 6.95223 -8.72387 -0.95485
O: 7.64221 -9.95460 -1.07212
O: 7.78473 -7.46365 -0.86552
O: 5.80554 -8.57174 -2.08314
H: 3.82639 -8.22757 -2.03331
H: 4.50342 -9.92415 -2.26592
H: 4.26406 -10.25401 0.02966
H: 3.69413 -8.63982 0.34169

## Properties
Electronic energy ... -8554.75517 Eh
Spin multiplicity ... 1
Net charge ... 0
Largest force on an atom ... 5.94 eV Å⁻¹

Atom charges from the Löwdin analysis, given in e for atoms 1 to 8: -0.180 -0.192 -0.213 0.732 -0.206 -0.248 -0.221 0.122

***

2.
# C4H7NO3S2

One molecule with the formula C4H7NO3S2 (the ωB97M-V functional and the def2-TZVPD basis, the Open Molecules 2025 dataset).

Cartesian coordinates (Å):
C: 0.43244 -0.80857 -0.21175
C: -0.77263 -0.11603 -0.29724
C: 1.71935 0.90470 0.84968
C: -1.54306 1.88164 -1.36336
N: 0.71929 -2.19281 -0.00580
O: -1.20615 -3.02209 1.59771
O: 1.57734 -0.11013 -0.22411
O: -0.67600 1.18964 -0.56547
S: 1.84292 -3.19631 1.13635
S: -0.19917 -3.42144 0.59344
H: -1.80402 -0.58032 -0.21172
H: 1.15566 1.74631 0.57476
H: 2.80496 1.16198 0.99219
H: 1.34825 0.38505 1.64864
H: -1.38745 1.81569 -2.45096
H: -1.41731 2.94033 -1.01317
H: -2.59441 1.42234 -1.04918

## Properties
Electronic energy ... -1233.29234 Eh
Spin multiplicity ... 1
Net charge ... 0
Largest force on an atom ... 3.33 eV Å⁻¹

Atom charges from the Löwdin analysis, given in e for atoms 1 to 8: -0.394 -0.083 0.010 -0.097 -0.559 -0.513 -0.105 -0.188

***

3.
# C44H55F33O22

A 11-piece molecular cluster, C44H55F33O22 overall (the ωB97M-V functional and the def2-TZVPD basis, the Open Molecules 2025 dataset).

Cartesian coordinates (Å):
C: 3.84166 -3.94075 0.80520
C: 5.08011 -3.82295 -0.06779
O: 5.13092 -2.59170 -0.83207
C: 5.69971 -1.48168 -0.24845
O: 6.32437 -1.47309 0.88993
C: 5.49658 -0.20843 -1.02991
F: 6.63190 0.03820 -1.58665
F: 4.39082 -0.22809 -1.90951
F: 5.34942 0.82968 -0.16529
H: 3.07859 -3.33210 0.32005
H: 4.08844 -3.51956 1.77977
H: 3.48783 -4.92428 1.11434
H: 4.94162 -4.64711 -0.76756
H: 6.02853 -4.08808 0.39945
C: -1.57908 0.42246 1.08724
C: -0.41624 0.08128 0.32539
O: -0.62412 -0.87984 -0.64017
C: 0.35453 -1.61033 -1.27237
O: 1.57140 -1.59474 -0.97193
C: -0.31005 -2.51199 -2.26047
F: -0.65358 -3.61605 -1.55082
F: -1.37385 -2.09856 -2.87792
F: 0.51453 -2.81352 -3.24545
H: -1.91820 -0.38197 1.73992
H: -2.37540 0.62078 0.36985
H: -1.37616 1.32879 1.65776
H: 0.28276 -0.33609 1.05017
H: 0.05600 0.95679 -0.12022
C: -3.72252 -2.73863 0.02512
C: -4.05465 -1.75062 -1.10382
O: -5.13511 -0.89614 -0.69360
C: -6.52462 -1.19308 -0.69027
O: -6.89410 -2.35093 -0.98548
C: -7.51869 -0.11944 -0.24190
F: -8.04200 -0.50470 0.88842
F: -6.87615 1.03341 -0.10569
F: -8.56100 -0.02993 -1.11337
H: -4.49226 -3.50281 -0.08274
H: -3.80715 -2.19558 0.96641
H: -2.75445 -3.23897 0.00078
H: -4.14177 -2.25250 -2.06748
H: -3.18207 -1.11607 -1.25888
C: 2.96707 0.57926 2.26394
C: 2.38560 1.65124 3.19971
O: 3.18710 2.82320 2.91734
C: 3.81937 3.46019 3.99028
O: 3.80790 3.10558 5.18028
C: 4.58258 4.68175 3.49103
F: 5.55684 4.91801 4.39770
F: 5.22463 4.47815 2.36124
F: 3.81525 5.71851 3.35386
H: 2.79339 0.73296 1.19890
H: 2.45100 -0.35487 2.48570
H: 4.02122 0.37249 2.44863
H: 2.37724 1.24082 4.20946
H: 1.34245 1.76758 2.90579
C: -3.18473 -1.34730 5.56238
C: -3.11521 0.03802 4.93411
O: -4.44147 0.69556 4.84795
C: -5.28537 0.44383 3.75606
O: -5.06562 -0.20746 2.72356
C: -6.71889 1.02750 3.88034
F: -6.83053 1.94595 2.93019
F: -7.64308 0.10821 3.77586
F: -6.85727 1.59194 5.07409
H: -3.65702 -1.36098 6.54465
H: -2.22604 -1.85881 5.64817
H: -3.87718 -1.97340 4.99970
H: -2.56528 -0.12114 4.00657
H: -2.46459 0.62607 5.58141
C: -8.72680 4.68492 0.20506
C: -7.37221 5.16335 0.74264
O: -6.36547 4.28680 0.28583
C: -5.04985 4.67391 0.51811
O: -4.69586 5.72855 1.09011
C: -4.04019 3.68372 -0.01235
F: -4.57357 2.61173 -0.72481
F: -3.15573 4.30714 -0.82211
F: -3.39368 3.22179 0.98854
H: -9.46615 5.47013 0.36288
H: -9.01236 3.83452 0.82423
H: -8.71307 4.48390 -0.86616
H: -7.47590 5.15405 1.82766
H: -7.14661 6.17015 0.39113
C: 8.77702 -2.16462 -4.61070
C: 7.45339 -1.55652 -4.14972
O: 6.41371 -2.47212 -4.20536
C: 5.10352 -2.11909 -4.47163
O: 4.74832 -0.95367 -4.47734
C: 4.18198 -3.28932 -4.59423
F: 4.88802 -4.38049 -4.30377
F: 3.16487 -3.22201 -3.72528
F: 3.76460 -3.36027 -5.83329
H: 9.56009 -1.40646 -4.60178
H: 8.73309 -2.48221 -5.65248
H: 9.11749 -3.09399 -4.15413
H: 7.31696 -0.65636 -4.74904
H: 7.58211 -1.27370 -3.10495
C: 2.12677 -2.68747 6.50556
C: 2.82587 -2.50275 5.05005
O: 2.01672 -2.97315 4.03793
C: 0.81890 -2.33254 3.76446
O: 0.51770 -1.19714 4.15636
C: -0.13807 -3.22523 2.88161
F: 0.18501 -3.10342 1.61535
F: -0.00382 -4.49866 3.20888
F: -1.39751 -2.85323 3.08431
H: 1.20763 -2.10574 6.57541
H: 2.75103 -2.35407 7.33455
H: 1.81562 -3.72909 6.58499
H: 3.79173 -3.00794 5.04875
H: 3.13355 -1.49210 4.78169
C: 0.82216 -5.41755 -6.08754
C: -0.63842 -5.59686 -6.57842
O: -0.58099 -6.17172 -7.89161
C: -0.63063 -5.43044 -9.00628
O: -1.23406 -4.35860 -9.15306
C: -0.15154 -6.19374 -10.20052
F: 0.37381 -5.38642 -11.14645
F: 0.81754 -7.12802 -9.97623
F: -1.17381 -6.76561 -10.87857
H: 1.24198 -6.22574 -5.48863
H: 0.98051 -4.49732 -5.52522
H: 1.42382 -5.36679 -6.99502
H: -1.08701 -4.60626 -6.50364
H: -1.17526 -6.24033 -5.88139
C: 3.82550 5.71977 -4.79672
C: 2.42515 5.99420 -4.13784
O: 1.99691 4.71984 -3.48400
C: 1.37909 3.80305 -4.27725
O: 1.26006 3.91470 -5.48300
C: 0.87752 2.60631 -3.47281
F: 1.49715 1.60774 -3.88231
F: 1.06488 2.69833 -2.09318
F: -0.43584 2.31003 -3.59909
H: 4.47923 5.57965 -3.93585
H: 4.25525 6.51162 -5.41024
H: 3.79321 4.81325 -5.40109
H: 1.79846 6.42904 -4.91647
H: 2.56124 6.67994 -3.30158
C: -3.54191 3.66771 4.38232
C: -2.26038 4.24971 3.70771
O: -1.33510 4.53692 4.71711
C: -0.43436 3.58177 5.21639
O: -0.28802 2.43633 4.70995
C: 0.43817 4.19732 6.32116
F: -0.39125 4.76845 7.20763
F: 1.15119 3.16352 6.83526
F: 1.23369 5.19798 5.83236
H: -3.99159 2.87940 3.77861
H: -4.30015 4.45033 4.40810
H: -3.34720 3.16959 5.33209
H: -2.47412 5.10174 3.06238
H: -1.90964 3.51122 2.98681

## Properties
Electronic energy ... -6660.41211 Eh
Spin multiplicity ... 1
Net charge ... 0
Largest force on an atom ... 6.92 eV Å⁻¹

Atom charges from the Löwdin analysis, given in e for atoms 1 to 8: -0.052 -0.198 0.012 -0.251 0.082 -0.514 0.204 0.115

***

4.
# C10H6Br2O

One molecule with the formula C10H6Br2O (the ωB97M-V functional and the def2-TZVPD basis, the Open Molecules 2025 dataset).

Cartesian coordinates (Å):
C: -0.33543 1.16568 1.73277
C: -1.22267 -1.02041 0.85296
C: 0.33010 1.35583 0.58963
C: -0.54716 -1.55285 -1.52428
C: 1.34594 -0.49444 -2.50402
C: -0.48633 -0.31996 1.81888
C: -0.46391 -1.00113 -0.30150
C: 1.78954 0.00630 -1.37192
C: 1.05028 -0.59458 1.35735
C: 0.74828 -0.01652 -0.02197
O: 0.17482 -1.20319 -2.57285
Br: 3.43739 0.82362 -1.11522
Br: 1.56590 -2.45166 1.39155
H: -0.74381 1.98485 2.44827
H: -2.19543 -1.35523 0.96775
H: 0.74209 2.17747 -0.01478
H: -1.20159 -2.25155 -1.81801
H: 1.99256 -0.32494 -3.36151
H: 1.87700 -0.10601 2.05959

## Properties
Electronic energy ... -5607.67914 Eh
Spin multiplicity ... 1
Net charge ... 0
Largest force on an atom ... 4.92 eV Å⁻¹

Atom charges from the Löwdin analysis, given in e for atoms 1 to 8: -0.058 -0.029 -0.039 -0.050 -0.154 -0.134 -0.204 -0.604